The following is a DFT calculation (ωB97M-V/def2-TZVPD) of a single C20H27F2N5O3S molecule at a distorted geometry.

## Properties
Maximum force, eV/A: 1.3
Electronic energy, eV: -51040.5802
Lowest unoccupied orbital energy, eV: 0.0
E_HOMO, eV: -8.55
Relative energy (zero: lowest compared OMol25 entry of this formula, charge and spin), kcal per mole: 2.3
SMILES: CN(C)CCNC(=O)c1onc(CSc2ccc(F)c(F)c2)c1C(=O)NCCN(C)C

Each atom is followed by the atoms it is bonded to, with distances in Å.
Geometry (Å):
1 C 6.83145 0.51841 -0.27140  N2 1.449, H32 1.101, H33 1.089, H34 1.088
2 N 5.59315 1.05454 -0.79957  C1 1.449, C3 1.449, C4 1.452
3 C 5.20415 2.26124 -0.09845  N2 1.449, H35 1.088, H36 1.089, H37 1.102
4 C 4.54961 0.04451 -0.81047  N2 1.452, C5 1.534, H38 1.106, H39 1.092
5 C 3.33841 0.46223 -1.65372  C4 1.534, N6 1.444, H40 1.092, H41 1.094
6 N 2.29532 1.07723 -0.86644  C5 1.444, C7 1.340, H42 1.009
7 C 1.05771 0.57011 -0.77929  N6 1.340, O8 1.223, C9 1.483
8 O 0.68690 -0.42620 -1.38294  C7 1.223
9 C 0.15989 1.35991 0.09808  C7 1.483, O10 1.352, C23 1.379
10 O 0.60474 2.57909 0.47567  C9 1.352, N11 1.347
11 N -0.32723 3.18830 1.23357  O10 1.347, C12 1.306
12 C -1.34251 2.37576 1.35069  N11 1.306, C13 1.475, C23 1.436
13 C -2.57849 2.76338 2.05678  C12 1.475, S14 1.843, H43 1.088, H44 1.087
14 S -3.67575 3.68970 0.90083  C13 1.843, C15 1.785
15 C -3.87943 2.40713 -0.32409  S14 1.785, C16 1.386, C22 1.386
16 C -3.07027 2.40835 -1.44996  C15 1.386, C17 1.383, H45 1.079
17 C -3.17175 1.38552 -2.37537  C16 1.383, C18 1.383, H46 1.078
18 C -4.08696 0.37035 -2.16558  C17 1.383, F19 1.344, C20 1.391
19 F -4.17412 -0.63464 -3.05358  C18 1.344
20 C -4.91065 0.38236 -1.04526  C18 1.391, F21 1.341, C22 1.381
21 F -5.80093 -0.60285 -0.85822  C20 1.341
22 C -4.81214 1.40309 -0.11961  C15 1.386, C20 1.381, H47 1.078
23 C -1.09533 1.15721 0.63270  C9 1.379, C12 1.436, C24 1.489
24 C -2.00467 -0.02131 0.65270  C23 1.489, O25 1.223, N26 1.337
25 O -2.88504 -0.10686 1.49721  C24 1.223
26 N -1.81614 -0.90944 -0.32924  C24 1.337, C27 1.443, H48 1.020
27 C -2.50096 -2.17998 -0.33654  N26 1.443, C28 1.532, H49 1.091, H50 1.094
28 C -1.53193 -3.31563 0.00751  C27 1.532, N29 1.452, H51 1.105, H52 1.094
29 N -0.80374 -3.06324 1.23772  C28 1.452, C30 1.447, C31 1.450
30 C 0.33050 -3.95375 1.36241  N29 1.447, H53 1.090, H54 1.089, H55 1.102
31 C -1.65308 -3.12490 2.41072  N29 1.450, H56 1.087, H57 1.102, H58 1.089
32 H 6.74706 0.20302 0.77990  C1 1.101
33 H 7.13448 -0.33999 -0.86872  C1 1.089
34 H 7.60668 1.27895 -0.34483  C1 1.088
35 H 6.06022 2.93175 -0.05055  C3 1.088
36 H 4.41708 2.77200 -0.65118  C3 1.089
37 H 4.85975 2.06606 0.92997  C3 1.102
38 H 4.20805 -0.21398 0.20896  C4 1.106
39 H 4.98050 -0.85457 -1.25549  C4 1.092
40 H 2.88469 -0.41427 -2.12005  C5 1.092
41 H 3.67209 1.15007 -2.43575  C5 1.094
42 H 2.52124 1.90508 -0.33575  N6 1.009
43 H -3.11511 1.88377 2.40762  C13 1.088
44 H -2.36944 3.46501 2.86061  C13 1.087
45 H -2.36284 3.20990 -1.59658  C16 1.079
46 H -2.54501 1.35552 -3.25207  C17 1.078
47 H -5.44237 1.39560 0.75471  C22 1.078
48 H -0.96502 -0.85381 -0.88863  N26 1.020
49 H -3.31981 -2.12141 0.38244  C27 1.091
50 H -2.91507 -2.36152 -1.33264  C27 1.094
51 H -2.09909 -4.26352 0.04480  C28 1.105
52 H -0.79577 -3.38802 -0.79792  C28 1.094
53 H 0.98784 -3.82056 0.50377  C30 1.090
54 H 0.88419 -3.69835 2.26491  C30 1.089
55 H 0.03844 -5.01457 1.42081  C30 1.102
56 H -2.39483 -2.33083 2.36967  C31 1.087
57 H -2.16821 -4.09367 2.50812  C31 1.102
58 H -1.04047 -2.96730 3.29701  C31 1.089